# 1
Molecular formula: C30H72Cl6N6O10
Method: DFT, the ωB97M-V functional and the def2-TZVPD basis

Its highest occupied orbital energy is -8.3 eV. As for the frontier orbital gap: 8.38 eV. As for the total charge: 0. For the largest force on an atom, the calculation gives 5.2 eV/A.

XYZ file:
```
124
Properties=species:S:1:pos:R:3:mulliken_charge:R:1
O -4.758 3.384 -4.440 -0.63
C -4.613 3.881 -5.569 0.63
N -3.596 3.448 -6.377 -0.38
C -5.646 4.753 -6.203 -0.80
H -2.941 2.771 -6.013 0.23
H -3.436 3.911 -7.261 0.18
H -5.934 5.483 -5.446 0.23
H -6.558 4.184 -6.385 0.23
H -5.328 5.211 -7.139 0.32
O -0.602 1.898 9.273 -0.64
C -0.475 1.738 8.062 0.68
N -1.165 2.251 7.111 -0.31
C 0.550 0.747 7.494 -1.01
H -1.928 2.821 7.446 0.23
H -0.973 2.140 6.125 0.18
H 0.026 -0.186 7.284 0.26
H 1.391 0.572 8.164 0.29
H 1.030 1.081 6.574 0.31
C -6.261 5.225 -0.565 0.16
Cl -6.450 5.614 1.186 -0.14
Cl -5.456 6.492 -1.442 -0.12
Cl -7.842 5.173 -1.305 -0.13
H -5.747 4.268 -0.653 0.23
C 4.698 -6.139 -1.454 0.01
Cl 5.869 -5.723 -0.182 -0.09
Cl 3.737 -4.727 -1.998 -0.12
Cl 3.513 -7.274 -0.741 -0.12
H 5.175 -6.483 -2.371 0.32
C 4.309 6.083 0.159 -0.71
O 4.877 5.535 -1.014 -0.30
C 5.484 4.237 -0.819 -0.40
C 5.778 3.698 -2.264 -0.97
N 4.685 3.428 -3.182 -0.34
C 3.651 2.490 -2.646 -0.34
C 2.450 2.407 -3.604 -0.60
O 1.949 3.707 -4.114 -0.38
C 1.303 4.475 -3.126 -0.54
H 4.273 7.170 0.089 0.25
H 4.947 5.786 0.991 0.32
H 3.295 5.713 0.316 0.24
H 4.719 3.701 -0.257 0.35
H 6.399 4.342 -0.237 0.41
H 6.446 2.853 -2.097 0.43
H 6.462 4.392 -2.753 0.38
H 4.194 4.290 -3.368 0.32
H 3.339 2.788 -1.645 0.14
H 3.979 1.453 -2.563 0.37
H 1.766 1.735 -3.086 0.35
H 2.821 1.917 -4.504 0.33
H 0.340 4.007 -2.921 0.28
H 0.989 5.427 -3.553 0.25
H 1.838 4.659 -2.194 0.16
C 6.277 -1.447 3.098 -0.67
O 6.203 -0.825 4.387 -0.37
C 6.026 -1.775 5.402 -0.63
C 7.167 -2.815 5.585 -0.45
N 7.049 -3.993 4.704 -0.29
C 8.062 -5.008 4.878 -0.92
C 9.567 -4.536 4.678 -0.50
O 9.848 -3.476 3.660 -0.29
C 11.237 -3.121 3.827 -0.77
H 5.316 -1.768 2.696 0.32
H 7.084 -2.150 2.890 0.23
H 6.548 -0.614 2.450 0.27
H 5.119 -2.354 5.227 0.35
H 5.863 -1.271 6.355 0.36
H 7.216 -3.239 6.588 0.54
H 8.153 -2.365 5.465 0.24
H 7.209 -3.641 3.771 0.10
H 7.839 -5.739 4.101 0.34
H 7.912 -5.560 5.805 0.39
H 10.024 -5.457 4.317 0.44
H 9.900 -4.290 5.686 0.38
H 11.506 -2.895 4.859 0.31
H 11.635 -2.292 3.243 0.28
H 11.840 -3.985 3.548 0.32
C 0.236 1.372 1.563 -0.64
O -1.046 1.392 2.175 -0.36
C -2.068 1.695 1.211 -0.63
C -2.487 0.446 0.346 -0.59
N -1.885 0.538 -0.986 -0.25
C -2.327 -0.719 -1.622 -0.83
C -1.352 -1.864 -1.424 -0.66
O -1.850 -2.642 -0.337 -0.25
C -0.837 -3.290 0.391 -0.79
H 1.033 1.107 2.258 0.31
H 0.416 2.302 1.024 0.32
H 0.277 0.671 0.730 0.12
H -1.819 2.559 0.594 0.35
H -2.960 2.076 1.709 0.35
H -3.568 0.322 0.279 0.54
H -2.171 -0.391 0.968 0.25
H -2.365 1.244 -1.525 0.24
H -2.317 -0.574 -2.702 0.50
H -3.357 -1.029 -1.447 0.35
H -0.340 -1.464 -1.372 0.33
H -1.314 -2.485 -2.319 0.50
H -0.386 -4.038 -0.261 0.33
H -1.250 -3.815 1.253 0.24
H -0.093 -2.607 0.799 0.29
C -6.289 -4.786 -2.626 -0.60
O -7.719 -4.944 -2.259 -0.41
C -8.094 -4.396 -1.003 -0.53
C -7.739 -2.896 -0.790 -0.77
N -8.062 -2.110 -2.008 -0.05
C -9.242 -1.285 -1.963 -0.62
C -9.208 -0.374 -3.223 -0.65
O -9.484 -1.285 -4.271 -0.32
C -9.149 -0.809 -5.542 -0.75
H -5.769 -5.075 -1.712 0.29
H -6.045 -3.765 -2.921 0.24
H -6.146 -5.433 -3.491 0.25
H -7.730 -5.090 -0.245 0.42
H -9.183 -4.437 -0.981 0.30
H -6.697 -2.745 -0.509 0.18
H -8.291 -2.531 0.076 0.41
H -7.901 -2.698 -2.814 0.25
H -9.236 -0.780 -0.997 0.48
H -10.144 -1.891 -2.040 0.26
H -8.185 -0.002 -3.272 0.31
H -9.852 0.503 -3.151 0.49
H -9.650 0.149 -5.681 0.31
H -9.470 -1.553 -6.271 0.24
H -8.062 -0.769 -5.613 0.30
```


# 2
Molecular formula: C30H72F12N6O18S4
Method: DFT, the ωB97M-V functional and the def2-TZVPD basis

Its highest occupied orbital energy is -8.8 eV. As for the frontier orbital gap: 1.31 eV. As for the total charge: +2. For the largest force on an atom, the calculation gives 5.6 eV/A.

XYZ file:
```
142
Properties=species:S:1:pos:R:3:mulliken_charge:R:1
C 23.106 -1.102 -7.802 -0.49
C 23.317 -1.951 -9.089 0.31
O 23.230 -3.176 -9.092 -0.39
N 23.329 -1.256 -10.469 -0.11
H 22.688 -1.734 -11.087 0.41
H 22.881 -0.351 -10.500 0.35
C 24.764 -1.148 -11.022 -0.79
H 22.035 -0.934 -7.698 0.08
H 23.645 -0.157 -7.874 0.08
H 23.412 -1.469 -6.821 0.48
H 24.527 -0.925 -12.063 0.43
H 25.152 -2.166 -10.970 0.39
H 25.346 -0.372 -10.524 0.28
C 19.226 1.027 -5.726 -0.04
C 18.674 2.139 -6.580 0.93
O 19.321 3.180 -6.756 -0.60
N 17.367 1.901 -7.389 1.07
H 16.857 1.120 -7.002 -0.09
H 16.764 2.711 -7.374 0.48
C 17.569 1.617 -8.812 -0.90
H 19.792 1.375 -4.862 -0.50
H 19.843 0.340 -6.305 0.09
H 18.446 0.471 -5.207 0.10
H 18.246 2.334 -9.275 0.40
H 16.617 1.586 -9.343 0.16
H 18.131 0.683 -8.797 0.29
C 17.963 5.590 -4.950 -0.49
N 17.416 5.968 -3.524 0.25
C 18.522 6.171 -2.489 -0.63
C 16.710 7.336 -3.822 -0.82
C 16.410 4.857 -3.155 -1.30
C 16.978 3.516 -2.444 0.01
O 17.970 2.965 -3.221 0.66
H 18.759 6.297 -5.182 0.48
H 17.140 5.589 -5.665 0.10
H 18.468 4.626 -5.013 -0.08
H 19.161 6.973 -2.859 0.39
H 19.080 5.262 -2.266 -0.04
H 17.982 6.443 -1.582 0.38
H 16.199 7.632 -2.906 0.44
H 15.935 7.400 -4.586 0.27
H 17.354 8.193 -4.021 0.39
H 15.616 4.827 -3.901 0.53
H 15.888 5.415 -2.379 0.58
H 16.206 2.752 -2.530 0.28
H 17.283 3.785 -1.432 0.27
H 17.997 2.018 -3.066 -0.45
C 21.335 3.877 0.873 -0.74
N 21.205 2.448 0.181 0.10
C 22.555 1.685 0.450 -0.91
C 20.139 1.692 1.023 -0.98
C 20.725 2.427 -1.318 -0.60
C 21.617 3.115 -2.315 1.05
O 21.450 4.510 -2.050 -0.55
H 20.531 4.538 0.548 0.27
H 22.245 4.299 0.447 0.37
H 21.409 3.971 1.957 0.36
H 22.728 1.733 1.525 0.41
H 23.330 2.231 -0.088 0.38
H 22.394 0.674 0.076 0.33
H 19.947 0.693 0.630 0.44
H 19.212 2.261 0.952 0.44
H 20.391 1.733 2.082 0.41
H 19.691 2.772 -1.351 0.04
H 20.674 1.356 -1.516 0.24
H 21.197 2.964 -3.310 -0.67
H 22.674 2.865 -2.226 0.30
H 21.694 5.030 -2.819 0.29
C 24.285 4.344 -8.515 -0.91
N 23.522 3.708 -7.326 0.03
C 22.754 4.926 -6.786 -0.90
C 22.528 2.674 -7.877 -0.47
C 24.616 3.277 -6.334 -0.66
C 23.959 2.552 -5.123 -0.16
O 23.589 1.250 -5.422 -0.39
H 25.000 5.111 -8.217 0.40
H 23.670 4.722 -9.331 0.40
H 24.786 3.480 -8.951 0.40
H 22.009 4.540 -6.091 0.31
H 22.399 5.462 -7.666 0.48
H 23.444 5.606 -6.285 0.34
H 23.041 1.790 -8.256 -0.03
H 21.796 3.155 -8.525 0.55
H 21.843 2.321 -7.105 0.02
H 25.062 4.193 -5.948 0.41
H 25.267 2.554 -6.827 0.27
H 23.042 2.996 -4.737 -0.12
H 24.515 2.460 -4.190 0.74
H 23.843 0.635 -4.730 0.27
C 20.239 -3.346 -9.593 -0.95
N 18.809 -3.619 -10.173 0.22
C 17.906 -2.372 -9.941 -1.15
C 18.855 -3.824 -11.641 -1.09
C 18.090 -4.834 -9.468 -0.61
C 18.639 -6.201 -9.910 -0.57
O 19.886 -6.284 -9.298 -0.47
H 20.580 -2.364 -9.923 0.27
H 20.722 -4.136 -10.168 0.53
H 20.068 -3.378 -8.517 0.27
H 17.552 -2.380 -8.910 0.58
H 17.075 -2.466 -10.640 0.45
H 18.533 -1.514 -10.182 0.25
H 19.344 -2.932 -12.035 0.38
H 17.909 -4.130 -12.088 0.39
H 19.555 -4.581 -11.993 0.43
H 17.028 -4.809 -9.713 0.48
H 18.154 -4.745 -8.383 0.42
H 18.756 -6.349 -10.983 0.28
H 18.003 -6.989 -9.506 0.47
H 20.078 -7.225 -9.294 0.33
C 13.453 -0.466 -4.813 0.49
F 12.696 0.453 -5.491 -0.21
F 13.370 -0.378 -3.524 -0.15
F 13.054 -1.652 -5.179 -0.20
S 15.394 -0.204 -5.289 1.38
O 16.066 0.926 -4.650 -0.80
O 15.908 -1.520 -4.820 -0.75
O 15.487 -0.037 -6.714 -0.96
C 16.445 -0.271 -0.750 0.59
F 16.751 0.681 0.131 -0.23
F 15.923 -1.330 -0.131 -0.22
F 15.616 0.329 -1.606 -0.18
S 17.986 -0.865 -1.678 0.95
O 18.907 -1.293 -0.591 -0.71
O 17.493 -1.999 -2.534 -0.59
O 18.440 0.336 -2.384 -0.67
C 16.269 6.264 -8.927 0.62
F 17.311 6.406 -8.124 -0.24
F 15.805 7.475 -9.128 -0.24
F 16.625 5.727 -10.060 -0.21
S 14.908 5.261 -7.890 0.84
O 14.758 5.927 -6.611 -0.66
O 13.690 5.278 -8.755 -0.57
O 15.494 3.945 -7.691 -0.84
C 14.335 1.825 -11.546 0.54
F 15.139 2.856 -11.649 -0.24
F 14.915 0.718 -11.908 -0.25
F 14.062 1.773 -10.295 -0.17
S 12.627 2.235 -12.621 1.05
O 11.847 1.045 -12.353 -0.64
O 12.050 3.449 -12.030 -0.59
O 13.066 2.403 -14.033 -0.66
```


# 3
Molecular formula: C30H72O21S6
Method: DFT, the ωB97M-V functional and the def2-TZVPD basis

Its highest occupied orbital energy is -9.4 eV. As for the frontier orbital gap: 9.64 eV. Its SMILES is CCOS(C)(=O)=O.CCOS(C)(=O)=O.CCOS(C)(=O)=O.CCOS(C)(=O)=O.CCOS(C)(=O)=O.CCOS(C)(=O)=O.C1CCOC1.C1CCOC1.C1CCOC1. As for the total charge: 0. For the energy relative to the best compared isomer or geometry (same formula, charge and spin), the calculation gives 588.9 kJ/mol. For the largest force on an atom, the calculation gives 4.0 eV/A.

XYZ file:
```
129
Properties=species:S:1:pos:R:3:mulliken_charge:R:1
C -5.847 -1.154 -8.544 -0.53
C -5.605 -2.098 -7.371 -0.47
C -4.785 -3.188 -7.982 -0.40
O -4.405 -2.766 -9.236 -0.41
C -4.640 -1.362 -9.447 -0.37
H -5.942 -0.120 -8.214 0.32
H -6.756 -1.495 -9.040 0.26
H -6.477 -2.574 -6.922 0.29
H -4.966 -1.639 -6.617 0.26
H -5.272 -4.158 -8.081 0.28
H -3.857 -3.257 -7.414 0.23
H -4.709 -1.128 -10.510 0.28
H -3.772 -0.866 -9.015 0.25
C -0.252 0.094 -0.852 -0.49
C 1.025 0.834 -0.920 -0.50
C 1.895 0.150 0.117 -0.37
O 1.091 -0.494 0.974 -0.40
C -0.284 -0.370 0.631 -0.43
H -0.216 -0.788 -1.492 0.24
H -1.100 0.666 -1.230 0.34
H 0.863 1.889 -0.699 0.27
H 1.451 0.803 -1.922 0.29
H 2.508 0.910 0.603 0.25
H 2.495 -0.634 -0.343 0.27
H -0.706 0.382 1.298 0.24
H -0.913 -1.245 0.792 0.30
C -2.752 6.048 -5.213 -0.41
C -3.749 6.587 -6.215 -0.49
C -3.270 7.950 -6.570 -0.45
O -2.542 8.324 -5.373 -0.41
C -1.833 7.207 -4.927 -0.45
H -2.132 5.296 -5.702 0.27
H -3.296 5.659 -4.352 0.25
H -4.771 6.780 -5.889 0.23
H -3.833 6.023 -7.144 0.29
H -3.966 8.714 -6.917 0.34
H -2.560 7.898 -7.396 0.25
H -1.747 7.176 -3.840 0.28
H -0.858 7.040 -5.385 0.31
O 8.182 8.372 1.546 -0.58
S 7.841 6.940 1.429 1.12
O 6.532 6.532 0.876 -0.60
O 9.019 6.267 0.480 -0.30
C 9.104 4.807 0.170 -0.17
C 10.605 4.488 0.002 -1.11
C 8.344 6.212 3.043 -0.85
H 8.562 4.590 -0.751 0.29
H 8.740 4.181 0.985 0.27
H 11.119 4.636 0.952 0.30
H 11.094 5.075 -0.775 0.30
H 10.745 3.432 -0.233 0.37
H 8.475 5.131 2.990 0.30
H 7.625 6.418 3.836 0.35
H 9.299 6.648 3.335 0.31
O -1.669 -9.422 -2.842 -0.58
S -0.965 -10.594 -2.352 1.12
O -0.825 -11.813 -3.154 -0.57
O 0.482 -10.089 -1.792 -0.31
C 0.494 -8.906 -0.952 -0.32
C 1.659 -7.927 -1.282 -1.20
C -1.650 -11.039 -0.681 -0.89
H 0.571 -9.248 0.080 0.37
H -0.419 -8.311 -0.932 0.42
H 1.692 -7.592 -2.319 0.32
H 2.581 -8.479 -1.100 0.30
H 1.528 -7.141 -0.538 0.35
H -1.572 -10.207 0.018 0.31
H -1.062 -11.828 -0.212 0.33
H -2.712 -11.254 -0.799 0.34
O 6.673 -0.317 -6.245 -0.59
S 7.020 -1.660 -5.777 1.10
O 7.275 -1.979 -4.390 -0.57
O 5.887 -2.722 -6.438 -0.31
C 5.102 -2.238 -7.469 -0.11
C 4.042 -3.307 -7.835 -1.16
C 8.445 -2.281 -6.704 -0.90
H 5.803 -2.169 -8.300 0.26
H 4.616 -1.293 -7.224 0.32
H 3.118 -3.012 -8.333 0.35
H 3.777 -3.901 -6.960 0.30
H 4.440 -4.030 -8.546 0.29
H 8.444 -3.369 -6.777 0.34
H 9.333 -1.803 -6.290 0.35
H 8.274 -2.000 -7.743 0.31
O -5.575 -4.345 8.909 -0.60
S -4.757 -3.250 9.463 1.16
O -5.298 -2.292 10.423 -0.59
O -3.448 -3.969 10.345 -0.34
C -2.878 -5.077 9.731 -0.04
C -1.732 -5.536 10.625 -1.28
C -3.922 -2.270 8.136 -0.92
H -2.554 -4.775 8.735 0.32
H -3.562 -5.925 9.761 0.26
H -0.936 -4.810 10.462 0.30
H -1.256 -6.506 10.479 0.37
H -2.095 -5.630 11.649 0.32
H -4.644 -1.471 7.969 0.40
H -3.778 -2.855 7.227 0.33
H -3.014 -1.853 8.573 0.31
O -6.833 4.180 3.330 -0.58
S -6.426 4.264 1.923 1.11
O -5.050 4.472 1.483 -0.59
O -7.051 2.909 1.132 -0.36
C -8.367 2.520 1.553 -0.14
C -9.125 2.218 0.334 -1.12
C -7.381 5.535 1.044 -0.89
H -8.805 3.364 2.085 0.30
H -8.302 1.686 2.252 0.33
H -9.819 1.388 0.466 0.36
H -8.456 1.864 -0.450 0.28
H -9.672 3.073 -0.062 0.28
H -7.674 5.198 0.049 0.30
H -6.831 6.476 1.055 0.38
H -8.297 5.677 1.618 0.32
O -0.031 3.633 9.078 -0.57
S 1.419 3.569 8.834 1.12
O 2.364 4.505 9.460 -0.58
O 1.830 2.002 9.162 -0.30
C 3.211 1.642 9.159 -0.22
C 3.697 0.708 10.253 -1.31
C 1.810 3.471 7.035 -0.82
H 3.888 2.496 9.164 0.40
H 3.249 1.105 8.211 0.34
H 3.511 1.228 11.193 0.33
H 4.735 0.425 10.080 0.35
H 3.056 -0.172 10.314 0.32
H 1.720 4.452 6.569 0.33
H 1.098 2.777 6.589 0.31
H 2.794 3.008 6.961 0.30
```